No. 1
Below is a structure of composition C28H28BiBr4N4O4 at a distorted geometry, with properties calculated with the ωB97M-V functional and the def2-TZVPD basis.

Geometry as ORCA input:
```
! wB97M-V def2-TZVPD RIJCOSX def2/J DEFGRID3
* xyz -1 1
Bi -0.39 0.19 -0.40
O -2.30 1.12 0.91
C -3.40 0.67 1.46
C -4.27 1.64 2.10
C -5.51 1.29 2.55
C -5.94 -0.05 2.45
C -5.16 -1.00 1.88
C -3.93 -0.69 1.29
C -3.23 -1.75 0.64
N -2.00 -1.71 0.27
C -1.50 -2.94 -0.39
C -1.33 -2.82 -1.87
N -0.40 -1.67 -2.15
C -0.32 -1.40 -3.45
C 0.69 -0.54 -4.04
C 0.83 -0.48 -5.46
C 1.86 0.19 -6.09
C 2.65 1.12 -5.33
C 2.37 1.24 -4.01
C 1.47 0.36 -3.26
O 1.47 0.53 -1.97
H -4.00 2.70 2.14
H -6.15 2.01 3.07
H -6.98 -0.31 2.77
H -5.46 -2.05 1.84
H -3.85 -2.59 0.47
H -2.20 -3.76 -0.13
H -0.52 -3.14 0.01
H -2.28 -2.66 -2.39
H -0.89 -3.73 -2.29
H -0.98 -1.83 -4.18
H 0.19 -1.04 -6.15
H 2.02 -0.01 -7.14
H 3.40 1.73 -5.82
H 2.88 2.00 -3.45
Br 1.12 7.38 -0.48
C 0.48 5.65 -0.99
C -0.43 5.49 -2.09
Br -1.07 6.98 -3.04
C -0.81 4.18 -2.41
Br -1.64 3.92 -4.03
C -0.62 3.09 -1.56
O -1.09 1.91 -1.78
C 0.29 3.23 -0.43
O 0.59 2.28 0.37
C 0.90 4.54 -0.26
Br 2.48 4.55 0.69
C 3.30 -2.53 4.59
C 3.61 -1.31 3.68
N 2.69 -0.94 2.64
C 1.61 0.03 2.96
C 0.28 -0.62 3.34
C 2.46 -1.67 1.55
C 3.47 -2.78 1.21
N 1.48 -1.47 0.72
H 3.03 -3.42 3.96
H 2.45 -2.34 5.26
H 4.15 -2.82 5.18
H 4.56 -1.50 3.13
H 3.86 -0.44 4.27
H 1.57 0.81 2.22
H 1.94 0.62 3.82
H -0.21 -1.03 2.48
H -0.46 0.11 3.78
H 0.43 -1.40 4.09
H 4.50 -2.36 1.32
H 3.32 -3.15 0.19
H 3.26 -3.61 1.91
H 1.64 -1.99 -0.17
*
```

* orbital gap: 5.8 eV



No. 2
Below is a structure of composition C28H28BrF4N2O2PPdSe3 at a distorted geometry, with properties calculated with the ωB97M-V functional and the def2-TZVPD basis.

Geometry as ORCA input:
```
! wB97M-V def2-TZVPD RIJCOSX def2/J DEFGRID3
* xyz 0 1
Pd 1.02 -0.73 -0.59
F 3.79 5.60 -1.66
C 2.91 4.65 -1.34
C 2.10 4.81 -0.22
F 2.20 5.91 0.53
C 1.18 3.82 0.11
F 0.38 4.03 1.17
C 1.05 2.66 -0.65
P -0.02 1.24 -0.23
C -0.65 1.54 1.44
C 0.28 1.27 2.45
C -0.09 1.41 3.77
C -1.39 1.78 4.08
C -2.31 2.01 3.08
C -1.95 1.89 1.75
C -1.31 1.52 -1.48
C -1.52 0.49 -2.39
C -2.40 0.65 -3.44
C -3.04 1.86 -3.61
C -2.81 2.91 -2.73
C -1.95 2.74 -1.66
C 1.86 2.53 -1.78
Br 1.68 1.03 -2.91
C 2.77 3.52 -2.13
F 3.49 3.40 -3.24
H 1.28 0.93 2.18
H 0.62 1.22 4.56
H -1.68 1.88 5.12
H -3.33 2.28 3.34
H -2.67 2.06 0.96
H -0.93 -0.42 -2.27
H -2.56 -0.16 -4.14
H -3.71 2.00 -4.45
H -3.31 3.86 -2.89
H -1.75 3.56 -0.98
O 4.03 -3.13 3.67
C 3.97 -3.61 2.34
C 3.33 -2.56 1.39
C 1.87 -2.31 1.81
O 1.73 -1.78 3.09
C 3.47 -3.19 0.00
Se 2.52 -2.37 -1.52
C 4.12 -1.26 1.47
Se 3.61 0.08 0.12
H 4.42 -3.81 4.23
H 3.38 -4.53 2.29
H 4.99 -3.84 1.98
H 1.29 -3.25 1.69
H 1.43 -1.54 1.13
H 2.36 -2.23 3.67
H 3.15 -4.23 0.02
H 4.53 -3.16 -0.29
H 5.19 -1.45 1.33
H 3.98 -0.78 2.44
C -4.27 -0.87 0.67
N -3.82 -1.44 -0.56
C -4.59 -1.57 -1.69
C -3.82 -2.16 -2.64
N -2.60 -2.41 -2.08
C -1.46 -3.00 -2.75
C -2.60 -1.96 -0.81
Se -1.21 -2.11 0.38
H -5.11 -1.44 1.07
H -4.57 0.17 0.53
H -3.45 -0.91 1.39
H -5.59 -1.21 -1.73
H -4.06 -2.44 -3.64
H -1.56 -4.08 -2.79
H -0.54 -2.77 -2.19
H -1.38 -2.60 -3.76
*
```

* orbital gap (spin up / spin down): 6.1 / 5.5 eV



No. 3
Below is a structure of composition C28H28BrIN14SiTi at a distorted geometry, with properties calculated with the ωB97M-V functional and the def2-TZVPD basis.

Geometry as ORCA input:
```
! wB97M-V def2-TZVPD RIJCOSX def2/J DEFGRID3
* xyz 0 1
Ti -0.22 0.18 -0.26
N -1.86 2.18 -2.74
C -2.02 2.45 -1.42
N -2.87 3.32 -0.91
N -2.73 3.21 0.40
N -1.85 2.33 0.69
N -1.33 1.81 -0.43
C -1.29 1.00 -3.12
N -1.36 0.47 -4.33
N -0.68 -0.65 -4.25
N -0.21 -0.82 -3.08
N -0.56 0.22 -2.28
H -2.47 2.65 -3.40
C 2.18 -3.40 1.47
C 1.44 -2.35 2.25
C 1.19 -2.55 3.59
C 0.42 -1.60 4.27
C 0.02 -0.47 3.61
C 0.38 -0.28 2.26
N 1.04 -1.25 1.59
N 0.14 0.84 1.55
Si 0.14 2.38 2.40
C 0.66 3.80 1.23
C -1.31 2.89 3.54
C 1.68 2.27 3.57
H 2.89 -3.91 2.11
H 2.70 -2.97 0.62
H 1.47 -4.14 1.10
H 1.56 -3.42 4.10
H 0.16 -1.76 5.31
H -0.59 0.27 4.10
H 0.18 3.77 0.26
H 1.74 3.82 1.08
H 0.39 4.75 1.68
H -2.25 2.98 3.00
H -1.09 3.85 4.00
H -1.45 2.18 4.35
H 2.51 1.77 3.08
H 1.45 1.70 4.47
H 2.02 3.25 3.88
N -6.35 -4.03 0.63
C -5.43 -3.36 0.52
C -4.29 -2.53 0.39
C -4.35 -1.33 -0.31
C -3.21 -0.55 -0.44
C -1.98 -0.91 0.11
C -1.97 -2.10 0.85
C -3.09 -2.91 0.98
H -5.28 -1.01 -0.75
H -3.34 0.38 -1.00
H -1.06 -2.43 1.35
H -3.04 -3.83 1.55
Br 1.23 2.95 -2.35
C 2.50 2.34 -1.09
C 3.71 3.03 -0.96
C 4.62 2.55 -0.04
C 4.29 1.43 0.70
C 3.07 0.82 0.48
N 2.17 1.26 -0.41
H 3.91 3.89 -1.57
H 5.57 3.05 0.10
H 4.97 1.03 1.43
H 2.77 -0.07 1.02
I -0.01 -5.76 -2.07
C 1.03 -3.94 -1.97
C 2.27 -3.79 -2.57
C 2.90 -2.56 -2.42
C 2.26 -1.57 -1.70
N 1.07 -1.71 -1.13
C 0.47 -2.88 -1.27
H 2.74 -4.59 -3.13
H 3.86 -2.37 -2.88
H 2.74 -0.60 -1.61
H -0.52 -3.00 -0.82
*
```

* orbital gap: 7.6 eV



No. 4
Below is a structure of composition C28H28ClN3O3SSm at a distorted geometry, with properties calculated with the ωB97M-V functional and the def2-TZVPD basis.

Geometry as ORCA input:
```
! wB97M-V def2-TZVPD RIJCOSX def2/J DEFGRID3
* xyz -1 6
Sm -1.36 -0.83 0.31
N -2.06 -3.35 -0.35
C -1.81 -4.27 0.79
C -2.21 -3.60 2.10
O -2.83 -4.24 2.96
N -1.78 -2.34 2.15
C -2.20 -1.49 3.26
C -2.17 -0.17 2.50
O -1.03 0.38 2.32
O -3.12 0.05 1.70
H -3.06 -3.27 -0.50
H -1.67 -3.72 -1.21
H -0.74 -4.46 0.81
H -2.34 -5.21 0.70
H -1.48 -1.49 4.08
H -3.19 -1.74 3.63
C 2.72 2.21 2.72
C 2.95 3.38 1.77
C 4.36 3.28 1.19
C 2.82 4.69 2.56
C 1.94 3.38 0.61
C 2.00 4.39 -0.38
C 1.13 4.44 -1.44
C 0.15 3.45 -1.53
S -1.10 3.20 -2.71
C -1.64 1.79 -1.84
N -0.93 1.52 -0.79
C 0.09 2.44 -0.58
C 0.97 2.40 0.49
C -2.78 0.95 -2.29
C -3.62 1.44 -3.30
C -4.69 0.67 -3.73
C -4.90 -0.57 -3.13
C -4.05 -1.02 -2.13
C -2.96 -0.28 -1.66
H 3.45 2.26 3.53
H 2.85 1.25 2.21
H 1.72 2.22 3.16
H 5.10 3.22 2.00
H 4.61 4.14 0.57
H 4.46 2.38 0.58
H 3.57 4.72 3.35
H 1.83 4.78 3.02
H 2.98 5.56 1.92
H 2.76 5.16 -0.30
H 1.20 5.24 -2.17
H 0.86 1.63 1.24
H -3.46 2.41 -3.75
H -5.35 1.03 -4.51
H -5.74 -1.19 -3.45
H -4.28 -1.99 -1.69
Cl 0.62 -0.82 -2.19
C 1.36 -2.36 -1.75
C 1.67 -3.25 -2.77
C 2.15 -4.51 -2.44
C 2.28 -4.84 -1.09
C 1.98 -3.91 -0.10
C 1.51 -2.61 -0.38
C 1.09 -1.68 0.64
H 1.52 -2.95 -3.80
H 2.39 -5.22 -3.22
H 2.63 -5.82 -0.80
H 2.12 -4.18 0.94
H 1.44 -0.65 0.51
H 1.28 -2.03 1.65
*
```

* orbital gap (spin up / spin down): 6.4 / 6.4 eV



Energy relative to the best compared isomer or geometry (same formula, charge and spin): 44.3, 36.7, 15.4, 0.0 (kcal/mol)